(1)
ORCA calculation (wB97M-V/def2-TZVPD) on a cluster of 14 separate species, C34H96N6O20S2 in total in a non-equilibrium geometry.

XYZ file:
```
158
Properties=species:S:1:pos:R:3
O 2.501 -2.539 -2.060
H 3.196 -1.942 -2.345
H 2.220 -2.253 -1.188
H 1.803 -2.620 -2.713
O 3.370 0.647 0.390
H 2.595 1.170 0.173
H 3.031 -0.251 0.387
H 3.959 0.722 -0.364
O -0.175 -0.069 -0.019
H 0.633 -0.527 0.223
H 0.058 0.861 0.033
H -0.416 -0.326 -0.912
O 1.097 1.577 -3.067
H 2.008 1.441 -3.338
H 1.057 1.526 -2.109
H 0.590 0.836 -3.406
O 1.383 1.925 -0.427
H 1.401 2.751 0.095
O 1.867 -1.527 0.226
H 2.025 -2.073 1.020
S -0.280 -1.309 -3.580
O -0.301 -0.666 -2.319
O 0.257 -0.332 -4.581
O 0.644 -2.430 -3.506
O -1.604 -1.731 -3.923
S 4.604 0.168 -2.872
O 4.693 0.751 -1.526
O 5.774 0.615 -3.621
O 4.416 -1.219 -2.715
O 3.425 0.719 -3.544
C -2.886 2.134 1.394
C -2.603 2.543 2.763
C -1.423 1.728 3.438
O -1.675 0.287 3.404
C -0.538 -0.479 3.863
N -2.213 4.040 2.738
H -1.993 1.961 0.794
H -3.619 2.733 0.852
H -3.483 1.222 1.391
H -3.489 2.550 3.398
H -1.107 2.091 4.416
H -0.455 1.809 2.942
H 0.345 -0.399 3.228
H -1.038 -1.448 3.844
H -0.232 -0.199 4.871
H -2.162 4.334 3.703
H -1.234 4.154 2.516
C 6.281 -1.765 3.251
C 5.447 -2.200 2.025
C 5.626 -3.618 1.524
O 5.684 -4.529 2.654
C 5.669 -5.894 2.268
N 4.004 -1.905 2.213
H 7.254 -1.352 2.984
H 6.351 -2.670 3.855
H 5.859 -0.933 3.814
H 5.661 -1.589 1.149
H 6.570 -3.672 0.983
H 4.808 -3.852 0.843
H 5.389 -6.591 3.057
H 6.632 -6.351 2.042
H 4.821 -6.063 1.605
H 3.611 -2.699 2.698
H 3.333 -1.735 1.477
C -5.670 -2.965 -1.722
C -4.093 -2.786 -1.864
C -3.231 -3.718 -0.977
O -3.602 -3.612 0.385
C -3.224 -2.421 0.913
N -3.657 -3.098 -3.295
H -6.184 -3.801 -2.195
H -6.176 -2.063 -2.065
H -5.989 -3.094 -0.688
H -3.830 -1.762 -1.599
H -2.166 -3.551 -1.136
H -3.408 -4.769 -1.202
H -3.766 -1.577 0.488
H -2.213 -2.120 0.636
H -3.427 -2.526 1.979
H -2.758 -2.674 -3.476
H -4.259 -2.530 -3.873
C -4.911 2.384 -1.935
C -4.036 1.757 -3.029
C -3.801 2.738 -4.301
O -4.954 3.516 -4.669
C -4.704 4.830 -4.504
N -2.826 1.330 -2.492
H -4.408 3.252 -1.509
H -4.924 1.982 -0.922
H -5.929 2.568 -2.278
H -4.655 0.910 -3.326
H -3.447 2.066 -5.084
H -2.835 3.231 -4.192
H -5.565 5.368 -4.900
H -3.755 5.242 -4.847
H -4.797 5.176 -3.474
H -2.171 0.837 -3.081
H -2.988 0.782 -1.659
C 0.046 -4.027 2.018
C -0.341 -5.424 2.535
C 0.809 -6.368 2.200
C 2.026 -6.354 3.010
C 1.649 -6.420 4.447
C 0.535 -5.495 4.909
N -0.626 -5.593 3.996
O -1.621 -4.687 4.428
C 0.121 -5.923 6.358
C 1.156 -3.988 4.971
C -1.666 -5.920 1.917
H 1.118 -3.843 1.947
H -0.137 -3.861 0.957
H -0.469 -3.140 2.388
H 0.407 -7.380 2.174
H 1.100 -6.135 1.176
H 2.767 -7.122 2.789
H 2.588 -5.421 3.003
H 2.538 -6.104 4.992
H 1.590 -7.445 4.811
H -0.389 -5.090 6.841
H 0.930 -6.139 7.055
H -0.490 -6.824 6.317
H 1.074 -3.354 4.088
H 2.237 -3.895 5.068
H 0.863 -3.417 5.852
H -2.128 -6.603 2.629
H -2.433 -5.227 1.573
H -1.448 -6.376 0.951
H -2.416 -5.224 4.406
C 0.434 7.976 -0.603
C 1.145 6.775 -1.342
C 0.507 5.389 -0.816
C -0.851 5.201 -1.508
C -0.703 5.271 -3.037
C -0.222 6.659 -3.504
N 1.087 6.941 -2.796
O 1.848 7.974 -3.411
C 0.270 6.416 -5.027
C -1.348 7.702 -3.501
C 2.641 6.755 -0.885
H 0.930 8.309 0.309
H -0.618 7.729 -0.462
H 0.420 8.828 -1.283
H 1.189 4.560 -1.006
H 0.339 5.499 0.255
H -1.577 5.885 -1.069
H -1.203 4.219 -1.192
H -1.720 5.081 -3.380
H -0.171 4.389 -3.395
H 1.205 5.860 -5.086
H -0.533 5.829 -5.473
H 0.236 7.387 -5.521
H -1.586 8.100 -2.514
H -1.006 8.498 -4.162
H -2.324 7.401 -3.880
H 2.578 6.771 0.203
H 3.208 7.619 -1.231
H 3.205 5.881 -1.211
H 2.561 7.456 -3.793
```

Computed properties:
2S+1 = 1
Kohn-Sham gap = 6.5 eV
ΔE to the lowest compared entry with this formula, charge and spin = 0.0 kJ/mol
HOMO energy = -2.9662 eV
total charge = -2

---

(2)
ORCA calculation (wB97M-V/def2-TZVPD) on a structure of composition C20H49FIInN3O4S in a non-equilibrium geometry.

XYZ file:
```
80
Properties=species:S:1:pos:R:3
C 4.404 -6.019 -2.076
C 2.836 -6.336 -1.810
F 2.503 -5.706 -0.551
C 1.913 -5.847 -3.016
In -0.008 -5.015 -2.089
C -1.717 -5.830 -3.382
C -2.357 -7.177 -2.805
C -3.597 -6.976 -1.815
S -4.881 -5.767 -2.384
C -0.131 -2.728 -2.266
C -1.233 -2.092 -1.291
O -2.153 -1.352 -1.701
I -1.044 -2.622 0.845
H 4.623 -4.964 -1.679
H 4.634 -6.010 -3.198
H 5.017 -6.794 -1.514
H 2.690 -7.470 -1.689
H 2.446 -5.018 -3.587
H 1.679 -6.705 -3.738
H -0.176 -5.439 -0.360
H -1.224 -6.112 -4.388
H -2.462 -5.006 -3.625
H -1.528 -7.691 -2.185
H -2.633 -7.950 -3.615
H -4.127 -7.997 -1.747
H -3.295 -6.733 -0.735
H -4.410 -4.536 -1.901
H 0.887 -2.274 -2.023
H -0.366 -2.417 -3.349
C -5.140 2.173 -0.533
C -6.547 1.847 -1.027
C -6.942 0.369 -0.828
O -6.362 -0.523 -1.769
C -5.032 -0.923 -1.458
N -6.665 2.254 -2.433
H -4.363 1.811 -1.209
H -5.010 3.256 -0.449
H -4.961 1.741 0.456
H -7.244 2.453 -0.436
H -8.025 0.286 -0.977
H -6.744 0.035 0.197
H -4.871 -1.017 -0.381
H -4.318 -0.224 -1.891
H -4.857 -1.897 -1.920
H -7.630 2.124 -2.730
H -6.149 1.571 -2.989
C 0.351 2.904 2.723
C 0.426 1.461 2.229
C 1.864 0.987 1.931
O 2.401 1.478 0.708
C 2.938 2.787 0.787
N -0.445 1.313 1.058
H 0.489 3.631 1.920
H -0.630 3.101 3.165
H 1.106 3.095 3.492
H 0.033 0.825 3.030
H 1.844 -0.103 1.826
H 2.540 1.206 2.768
H 3.403 2.985 1.756
H 2.160 3.525 0.579
H 3.700 2.886 0.011
H -0.466 0.329 0.792
H 0.024 1.765 0.273
C 6.033 7.311 3.801
C 4.877 7.354 2.805
C 3.685 6.461 3.207
O 3.887 5.073 2.973
C 4.619 4.406 3.988
N 5.385 7.009 1.471
H 6.618 6.392 3.726
H 6.721 8.141 3.617
H 5.669 7.403 4.828
H 4.515 8.388 2.776
H 2.829 6.741 2.582
H 3.381 6.640 4.246
H 4.409 4.810 4.982
H 5.689 4.454 3.775
H 4.330 3.353 3.975
H 4.634 7.133 0.794
H 5.553 6.003 1.462
```

Computed properties:
2S+1 = 1
Kohn-Sham gap = 6.9 eV
HOMO energy = -4.8247 eV
total charge = -1

---

no.,molar mass (g/mol)
1,973.30
2,688.42